(1)
This record from the Open Molecules 2025 dataset describes C25H23N7PdSSbSe4 as an isolated structure. The level of theory is wB97M-V/def2-TZVPD.

Values from the calculation:
2S+1: 5
Calculated total energy, a.u.: -11721.7851
Energy relative to the best compared isomer or geometry (same formula, charge and spin), kcal/mol: 3.7
Charge: -1
Lowest unoccupied orbital energy (alpha / beta), eV: 2.192 / 0.357

Positions of all 62 atoms, in Å:
Pd1 8.7280 11.3645 12.8406
N1 11.4162 13.3657 15.7085
C1 10.5353 13.1272 14.6715
S1 9.3175 11.8699 15.0645
N2 10.7984 13.6577 13.5221
N3 9.8867 13.2840 12.6003
C2 9.7096 13.8845 11.4623
C3 8.8147 13.2951 10.4707
C4 8.6433 13.8952 9.2145
C5 7.8914 13.1836 8.2147
C6 7.5054 11.8832 8.5042
C7 7.7052 11.3645 9.8530
N4 8.2881 12.0745 10.8168
H1 11.2381 12.8582 16.5617
H2 11.9584 14.2047 15.7540
H3 10.3814 14.7389 11.1292
H4 9.0360 14.9026 9.0596
H5 7.7211 13.6074 7.2313
H6 6.9790 11.2102 7.8194
H7 7.3601 10.3804 10.0297
N5 10.2288 8.1056 10.5600
C8 10.1766 7.9750 9.3327
C9 10.9431 8.7772 8.4039
C10 12.2461 8.3342 8.1119
C11 12.9700 9.0384 7.2130
C12 12.3675 10.1890 6.6583
C13 11.1023 10.6358 6.9232
C14 10.3268 9.8607 7.7856
C15 9.1966 6.9638 8.8491
C16 9.1622 6.5359 7.5340
C17 8.1632 5.6494 7.1026
C18 7.1675 5.2883 7.9265
C19 7.0763 5.9124 9.2310
C20 8.0808 6.6691 9.6529
H8 12.5501 7.4322 8.5704
H9 13.9798 8.8718 6.9546
H10 13.0722 10.7463 6.0847
H11 10.7516 11.4796 6.3832
H12 9.3235 10.0385 8.0935
H13 9.8486 6.8842 6.7600
H14 8.2347 5.3224 6.0813
H15 6.3187 4.6308 7.6940
H16 6.1869 5.6837 9.8255
H17 8.1060 7.0564 10.7211
Se1 12.1084 16.5817 6.5829
Sb1 11.8515 14.1991 6.9583
Se2 12.3205 13.2741 9.1139
Se3 9.9702 13.8165 5.5179
Se4 13.8458 13.3462 5.8583
N6 5.6732 10.5615 12.6319
C21 6.2715 9.2811 12.8606
C22 5.4831 8.1624 12.9192
C23 6.1540 6.9564 13.2666
C24 7.5130 6.9770 13.5596
C25 8.2075 8.1547 13.4924
N7 7.5738 9.2734 13.1863
H18 4.9503 10.7314 13.2765
H19 6.4168 11.1855 12.6545
H20 4.4216 8.2891 12.6058
H21 5.5828 6.0415 13.1780
H22 7.9982 6.1156 13.9638
H23 9.2457 8.1520 13.8674

natural (NBO) population analysis, charges in e, atoms 1 to 4: Pd 0.519; N -0.815; C 0.327; S -0.457


(2)
This record from the Open Molecules 2025 dataset describes C25H24BCrN5O as an isolated structure. The level of theory is wB97M-V/def2-TZVPD.

Values from the calculation:
2S+1: 6
Calculated total energy, a.u.: -2385.3494
Charge: -1
Lowest unoccupied orbital energy (alpha / beta), eV: 2.835 / 2.676

Positions of all 57 atoms, in Å:
Cr1 -0.0415 -1.8476 -0.0494
B1 2.3683 -2.2752 2.3738
N1 2.7081 -2.0595 0.8822
C1 3.9709 -1.9356 0.4550
C2 3.9865 -2.0590 -0.9217
C3 2.6526 -2.2462 -1.2605
N2 1.8944 -2.2302 -0.1587
N3 0.8547 -2.3199 2.6812
C4 0.3684 -2.2153 3.9247
C5 -1.0064 -2.3612 3.8742
C6 -1.2832 -2.5618 2.5305
N4 -0.1479 -2.5282 1.8232
H1 2.8384 -1.3678 2.9932
H2 2.8440 -3.3407 2.6815
H3 4.7693 -1.7672 1.1485
H4 4.8307 -2.0227 -1.5813
H5 2.2208 -2.3788 -2.2370
H6 1.0131 -2.0326 4.7598
H7 -1.7077 -2.2976 4.6807
H8 -2.2253 -2.6921 2.0342
C7 -1.4196 4.4919 2.4479
C8 -1.2425 4.2240 1.0935
C9 -0.6634 3.0446 0.6790
C10 -0.2357 2.0809 1.6126
C11 -0.3948 2.3903 2.9794
C12 -0.9767 3.5667 3.3864
C13 0.3270 0.8129 1.2642
C14 0.4889 0.1959 0.0648
C15 0.6957 0.5327 -1.2664
C16 0.3467 -0.4523 -2.2435
C17 0.7170 -0.3312 -3.5567
C18 1.4302 0.7851 -3.9904
C19 1.7595 1.7793 -3.0687
C20 1.4212 1.6627 -1.7446
H9 -1.9047 5.4018 2.7743
H10 -1.5825 4.9478 0.3610
H11 -0.5500 2.8362 -0.3743
H12 -0.0749 1.6615 3.7138
H13 -1.1088 3.7633 4.4456
H14 0.5944 0.2234 2.1378
H15 -0.2325 -1.3457 -1.9289
H16 0.4609 -1.1105 -4.2645
H17 1.7348 0.8793 -5.0228
H18 2.3056 2.6521 -3.4149
H19 1.7356 2.4112 -1.0300
O1 -2.0267 -1.6910 -0.0827
N5 -2.6744 -0.9809 -1.0393
C21 -2.6652 0.4022 -0.9494
C22 -2.9909 1.1718 -2.0155
C23 -3.2928 0.5908 -3.2682
C24 -3.1693 -0.8045 -3.3740
C25 -2.8434 -1.5628 -2.2948
H20 -2.3674 0.7894 0.0118
H21 -2.9970 2.2445 -1.8960
H22 -3.5117 1.2011 -4.1289
H23 -3.3252 -1.2914 -4.3283
H24 -2.6774 -2.6316 -2.3213

natural (NBO) population analysis, charges in e, atoms 1 to 4: Cr 1.127; B 0.181; N -0.254; C -0.008


(3)
This record from the Open Molecules 2025 dataset describes C25H24BeBrN4O2 as an isolated structure. The level of theory is wB97M-V/def2-TZVPD.

Values from the calculation:
Calculated total energy, a.u.: -3925.3254
Energy relative to the best compared isomer or geometry (same formula, charge and spin), kcal/mol: 0.0
Charge: +1
Lowest unoccupied orbital energy, eV: -3.529

Positions of all 57 atoms, in Å:
Be1 0.8617 -0.3807 -0.3809
O1 2.3616 -0.7166 -0.1015
C1 3.2972 0.1318 0.2826
C2 4.5073 -0.3500 0.8035
C3 5.4906 0.5204 1.2188
C4 5.3106 1.9024 1.1337
C5 4.1337 2.3918 0.6155
C6 3.1235 1.5250 0.1802
C7 1.8980 2.0240 -0.4136
N1 0.8128 1.2996 -0.6933
C8 -0.1030 2.1545 -1.2817
C9 0.4227 3.3980 -1.3384
N2 1.6840 3.2991 -0.7936
H1 4.6385 -1.4219 0.8720
H2 6.4138 0.1246 1.6217
H3 6.0823 2.5786 1.4723
H4 3.9939 3.4655 0.5627
H5 -1.0640 1.8142 -1.6160
H6 0.0301 4.3233 -1.7185
H7 2.3587 4.0411 -0.7268
Br1 -6.8898 1.9837 1.9577
C10 -5.3810 1.2566 1.0946
C11 -4.1403 1.8522 1.2641
C12 -3.0349 1.3044 0.6349
C13 -3.1709 0.1880 -0.1856
C14 -4.4196 -0.4134 -0.3303
C15 -5.5246 0.1208 0.3104
N3 -1.9906 -0.3061 -0.7842
C16 -2.0260 -0.9480 -1.8695
C17 -0.8036 -1.5467 -2.4394
C18 -0.9338 -2.2687 -3.6136
C19 0.1737 -2.8909 -4.1698
C20 1.3835 -2.7706 -3.5195
C21 1.4450 -2.0248 -2.3527
N4 0.3850 -1.4135 -1.8081
H8 -4.0412 2.7293 1.8881
H9 -2.0556 1.7479 0.7596
H10 -4.5351 -1.3183 -0.9127
H11 -6.4940 -0.3467 0.2095
H12 -2.9392 -1.1162 -2.4479
H13 -1.9061 -2.3407 -4.0812
H14 0.0859 -3.4571 -5.0871
H15 2.2821 -3.2368 -3.8961
H16 2.3734 -1.8965 -1.8157
C22 -0.1212 -0.8397 3.4175
C23 -1.1479 -1.7657 2.7663
C24 -0.5045 -2.0455 1.4257
O2 0.0545 -0.7653 1.0540
C25 0.4016 -0.0091 2.2508
H17 0.6875 -1.4238 3.8570
H18 -0.5477 -0.2143 4.1987
H19 -2.1018 -1.2557 2.6205
H20 -1.3211 -2.6741 3.3397
H21 -1.1954 -2.3323 0.6373
H22 0.3054 -2.7756 1.5001
H23 -0.0881 0.9602 2.1598
H24 1.4822 0.1284 2.2685

natural (NBO) population analysis, charges in e, atoms 1 to 4: Be 1.698; O -0.977; C 0.370; C -0.238


(4)
This record from the Open Molecules 2025 dataset describes C25H24Cl3NO4PdSe2 as an isolated structure. The level of theory is wB97M-V/def2-TZVPD.

Values from the calculation:
Calculated total energy, a.u.: -7634.0932
Energy relative to the best compared isomer or geometry (same formula, charge and spin), kcal/mol: 30.6
Charge: 0
Lowest unoccupied orbital energy, eV: -1.138

Positions of all 60 atoms, in Å:
Pd1 0.0939 2.6854 0.1504
C1 -4.0028 2.9060 -2.2632
Se1 -2.6394 1.9315 -1.3017
C2 -1.4518 1.6830 -2.8104
C3 -0.8501 2.9669 -3.3310
Se2 0.2270 3.8919 -2.0218
C4 1.9603 3.2092 -2.5628
H1 -4.2612 2.3692 -3.1754
H2 -3.6976 3.9253 -2.4941
H3 -4.8729 2.9372 -1.6123
H4 -2.0249 1.1976 -3.6024
H5 -0.6962 0.9844 -2.4630
H6 -1.6238 3.6769 -3.6112
H7 -0.2172 2.8087 -4.2045
H8 2.0804 3.3513 -3.6341
H9 2.0364 2.1693 -2.2695
H10 2.6933 3.8079 -2.0301
Cl1 5.3145 2.2105 4.9030
C5 3.7822 2.2771 4.0635
C6 2.7086 1.4551 4.4920
C7 1.4990 1.4672 3.8569
C8 1.2861 2.2782 2.7071
O1 0.1446 2.2337 2.1039
C9 2.3437 3.1423 2.3416
C10 2.1513 4.1741 1.4053
O2 1.1164 4.4207 0.7477
C11 3.5921 3.1165 3.0233
H11 2.8621 0.8047 5.3468
H12 0.6760 0.8421 4.1855
H13 2.9739 4.8895 1.3038
H14 4.3886 3.7824 2.7076
Cl2 0.2529 -5.1160 0.2446
C12 -0.6255 -4.6609 -1.1950
C13 -0.6337 -5.6020 -2.2147
C14 -1.2526 -5.3521 -3.4258
C15 -1.8729 -4.1257 -3.6039
C16 -1.8702 -3.1997 -2.5807
Cl3 -2.6983 -1.6780 -2.8549
C17 -1.2542 -3.4161 -1.3267
N1 -1.3040 -2.4238 -0.3718
C18 -0.9778 -2.5139 1.0213
C19 -1.8664 -3.1200 1.8940
C20 -1.5767 -3.2100 3.2504
C21 -0.3870 -2.6754 3.7266
C22 0.4870 -2.0514 2.8419
C23 0.2060 -1.9622 1.4827
C24 1.1745 -1.2790 0.5619
C25 0.8708 0.1305 0.1094
O3 1.8349 0.8614 -0.1457
O4 -0.3538 0.5378 0.0050
H15 -0.1272 -6.5427 -2.0348
H16 -1.2491 -6.0951 -4.2140
H17 -2.3755 -3.8752 -4.5304
H18 -1.6595 -1.5301 -0.6721
H19 -2.7833 -3.5355 1.4919
H20 -2.2731 -3.6918 3.9266
H21 -0.1391 -2.7415 4.7810
H22 1.4233 -1.6387 3.2055
H23 1.2854 -1.8580 -0.3591
H24 2.1525 -1.2312 1.0361

natural (NBO) population analysis, charges in e, atoms 1 to 4: Pd 0.930; C -0.814; Se 0.339; C -0.600


Results for F_max: 3.763 2.380 0.124 1.280 (in eV/Å, following the order of the records).